The following is a quantum chemistry calculation of C6H8CsO6 as an isolated structure, from the OMol25 dataset.

The geometry in XYZ format:
```
21
C6H8CsO6, DFT the ωB97M-V functional and the def2-TZVPD basis
O -2.183 1.225 -0.040
C -2.903 0.134 0.073
O -4.099 0.182 0.264
O -2.306 -1.046 -0.028
C -0.957 -1.176 -0.351
C -0.038 -1.266 0.603
C 1.409 -1.514 0.315
C 2.344 -0.494 0.917
O 2.056 0.886 0.382
C 2.160 1.236 -0.812
O 2.417 0.495 -1.777
Cs -8.188 2.202 0.814
H -1.234 1.057 -0.152
H -0.769 -1.265 -1.422
H -0.345 -1.178 1.650
H 1.593 -1.611 -0.769
H 1.715 -2.472 0.766
H 3.396 -0.688 0.684
H 2.198 -0.342 1.989
O 1.941 2.718 -1.080
H 1.794 2.917 -2.023
```

Properties
Multiplicity: 2
HOMO level (spin up / spin down) (eV): -16.22 / -16.06
Energy relative to the best compared isomer or geometry (same formula, charge and spin) (kJ/mol): 0.00
E (eV): -19166.162
E_LUMO (spin up / spin down) (eV): -7.42 / -12.26
Net charge: +2

=====

The following is a quantum chemistry calculation of C6H8F18K3O22S6 as an isolated structure, from the OMol25 dataset.

The geometry in XYZ format:
```
63
C6H8F18K3O22S6, DFT the ωB97M-V functional and the def2-TZVPD basis
K -2.036 -0.262 3.416
K 3.988 2.751 0.810
K 0.195 0.940 -0.342
C -4.437 -1.609 -0.076
F -4.579 -1.687 1.267
F -3.907 -2.773 -0.488
F -5.588 -1.518 -0.780
S -3.249 -0.160 -0.454
O -2.245 -0.109 0.656
O -2.544 -0.439 -1.761
O -4.124 1.023 -0.495
C -0.652 -3.823 1.942
F 0.226 -4.138 0.976
F -0.084 -3.010 2.789
F -1.758 -3.331 1.286
S -1.131 -5.344 2.965
O -1.443 -6.415 2.008
O 0.018 -5.624 3.819
O -2.262 -4.854 3.720
C 1.195 -0.021 -5.249
F 1.730 1.097 -4.712
F 0.596 -0.657 -4.272
F 0.384 0.342 -6.252
S 2.565 -1.122 -6.022
O 3.680 -1.100 -5.098
O 1.973 -2.438 -6.329
O 2.973 -0.406 -7.226
C 1.540 -1.911 -1.541
F 2.318 -0.960 -2.102
F 1.434 -1.716 -0.250
F 0.300 -1.959 -2.101
S 2.310 -3.578 -2.002
O 1.646 -4.624 -1.215
O 2.210 -3.816 -3.467
O 3.710 -3.480 -1.547
C 3.207 0.823 4.048
F 3.683 -0.033 4.909
F 2.335 1.594 4.673
F 4.228 1.495 3.538
S 2.390 -0.239 2.621
O 2.661 0.511 1.373
O 3.085 -1.535 2.539
O 0.961 -0.393 3.011
C -0.168 3.658 4.552
F 0.817 4.513 5.069
F -0.145 2.531 5.232
F -1.355 4.201 4.843
S -0.029 3.530 2.662
O 1.397 3.240 2.409
O -0.962 2.441 2.194
O -0.418 4.853 2.109
O -3.481 3.133 1.208
H -2.634 3.554 1.355
H -3.267 2.215 1.042
O -0.729 2.193 -2.690
H -1.618 2.479 -2.479
H -0.672 2.269 -3.642
O -3.154 3.681 -2.478
H -3.246 4.120 -1.633
H -3.922 3.112 -2.538
O 1.896 2.857 -1.574
H 2.790 2.751 -1.899
H 1.403 3.178 -2.328
```

Properties
HOMO level (eV): -0.59
E (eV): -214304.427
E_LUMO (eV): 3.34
Net charge: -3

=====

The following is a quantum chemistry calculation of an isolated ion of composition C6H8F3N2 and charge +1, from the OMol25 dataset.

The geometry in XYZ format:
```
19
C6H8F3N2, DFT the ωB97M-V functional and the def2-TZVPD basis
F 0.409 3.230 -1.139
C 0.354 1.914 -0.829
F 1.378 1.700 0.029
F 0.554 1.206 -1.982
C -1.030 1.576 -0.241
C -1.445 0.070 -0.491
C -0.282 -0.788 0.069
N -0.131 -0.891 1.396
C 1.015 -1.682 1.572
C 1.495 -2.037 0.339
N 0.650 -1.432 -0.615
H -1.809 2.257 -0.620
H -0.958 1.686 0.863
H -1.628 -0.129 -1.560
H -2.342 -0.147 0.119
H -0.739 -0.470 2.090
H 1.454 -1.959 2.537
H 2.355 -2.662 0.090
H 0.699 -1.442 -1.627
```

Properties
SMILES: FC(F)(F)CCc1[nH]cc[nH+]1
HOMO level (eV): -14.41
Energy relative to the best compared isomer or geometry (same formula, charge and spin) (kJ/mol): 0.00
E (eV): -17478.808
E_LUMO (eV): -3.17
Net charge: +1

=====

The following is a quantum chemistry calculation of one molecule with the formula C6H8F6O, from the OMol25 dataset.

The geometry in XYZ format:
```
21
C6H8F6O, DFT the ωB97M-V functional and the def2-TZVPD basis
F -2.601 2.304 -0.252
F -0.607 2.141 0.477
F -2.055 0.544 0.998
F -1.258 1.547 -2.351
F 0.117 -0.920 -2.473
F 1.123 0.595 -1.250
O 1.770 -2.858 0.882
C -0.952 -2.329 -0.091
C -1.621 1.394 0.015
C 1.528 -2.072 -0.291
C -1.253 0.643 -1.298
C 0.042 -0.227 -1.283
C 0.169 -1.274 -0.139
H 2.609 -3.388 0.837
H -0.864 -3.052 -0.912
H -0.948 -2.841 0.863
H -1.952 -1.882 -0.150
H 1.480 -2.706 -1.156
H 2.412 -1.410 -0.429
H -2.094 -0.029 -1.418
H 0.177 -0.727 0.828
```

Properties
SMILES: C[C@@H](CO)C(F)(F)[C@H](F)C(F)(F)F
HOMO level (eV): -10.69
Energy relative to the best compared isomer or geometry (same formula, charge and spin) (kJ/mol): 1.39
E (eV): -24704.292
E_LUMO (eV): 0.67

=====

The following is a quantum chemistry calculation of one molecule with the formula C6H8FN, from the OMol25 dataset.

The geometry in XYZ format:
```
16
C6H8FN, DFT the ωB97M-V functional and the def2-TZVPD basis
C 0.023 0.007 -1.294
C -0.766 -0.048 -2.351
C 0.668 -1.156 -0.569
C 0.769 -0.111 1.565
C -0.142 1.075 1.505
C -0.950 1.987 1.750
H -1.178 0.942 -2.599
H -1.095 -0.985 -2.777
H 1.699 -0.934 -0.607
H 0.408 -2.022 -1.119
H -0.853 -1.128 0.679
H 1.915 0.172 1.455
H 0.491 -0.469 2.672
H -1.689 2.743 1.716
N 0.191 -1.312 0.784
F 0.508 1.238 -0.810
```

Properties
SMILES: C#CCNCC(=C)F
HOMO level (eV): -9.39
Energy relative to the best compared isomer or geometry (same formula, charge and spin) (kJ/mol): 394.11
E (eV): -10554.973
E_LUMO (eV): 0.96